43
Properties=species:S:1:pos:R:3:forces:R:3:lowdin_spin:R:1 method="wB97M-V/def2-TZVPD" fmax_ev_per_a=1.5 e_homo_ha="-0.2999 / -0.3020" charge=0 energy_ev=-103394.8371 lumo_ev="-0.095 / -0.843" spin_multiplicity=3
Ni -0.2572 -0.2431 0.2022 -0.2001 -0.9912 -0.6023 1.61
Cl -0.2778 1.3891 1.7125 -0.3935 1.4093 0.3701 0.06
C 0.1273 0.5583 3.1648 0.4513 -0.9695 1.0622 0.01
C -0.1872 1.1132 4.3936 -0.0219 0.1785 -0.1816 0.00
C 0.1950 0.4624 5.5538 0.0467 -0.0526 -0.0784 0.00
C 0.8813 -0.7398 5.4868 -0.0273 0.0169 -0.0353 0.00
C 1.1534 -1.3120 4.2595 -0.2335 0.4382 -0.0350 0.01
Cl 1.9557 -2.8338 4.1927 0.1123 -0.1536 0.1001 0.01
C 0.7713 -0.6836 3.0637 -0.0750 0.0314 -0.1034 0.02
S 1.0664 -1.4535 1.5421 0.2503 -0.1380 -0.4626 0.15
H -0.7323 2.0409 4.4432 -0.0391 0.1724 -0.0198 0.00
H -0.0420 0.8866 6.5166 -0.0389 0.0788 0.0469 0.00
H 1.1925 -1.2426 6.3878 0.0217 -0.0905 0.0909 0.00
C -3.1424 -6.1420 -2.6442 0.2025 -0.0191 0.0549 0.00
C -1.6627 -6.4160 -2.4041 -0.2670 -0.1927 -0.3451 0.00
N -0.9528 -5.2280 -1.9604 -0.1220 -0.0610 -0.2060 0.00
C -0.8383 -5.0193 -0.5310 0.3314 0.0253 0.4040 0.00
C 0.4212 -5.6630 0.0433 -0.2765 0.1045 -0.0249 0.00
C -0.3653 -4.4779 -2.9103 0.0026 0.0808 0.0981 0.00
O -0.4335 -4.7295 -4.1020 0.0865 0.0114 -0.2584 0.00
C 0.4353 -3.2861 -2.4683 0.1896 0.2914 -0.1490 0.00
C 1.7964 -3.2345 -2.7566 -0.2613 0.1372 0.1179 0.01
C 2.4998 -2.0860 -2.4358 -0.0449 0.0744 -0.0086 0.00
C 1.8397 -1.0450 -1.8041 0.1452 -0.0160 -0.1139 0.01
N 0.5319 -1.0839 -1.5325 -0.1336 -0.1707 0.0826 0.03
C -0.1578 -2.1695 -1.8991 -0.0520 -0.2758 -0.1836 0.01
H -3.6397 -7.0471 -2.9829 -0.0833 -0.0947 -0.0106 0.00
H -3.2582 -5.3806 -3.4098 -0.0145 0.0882 -0.0887 0.00
H -3.6263 -5.7965 -1.7353 -0.1180 0.0534 0.1238 0.00
H -1.2067 -6.7453 -3.3397 0.0207 -0.0522 0.1723 0.00
H -1.5344 -7.1960 -1.6522 0.0681 0.0121 0.0171 0.00
H -1.7251 -5.4604 -0.0693 0.0172 0.1756 -0.0272 0.00
H -0.8379 -3.9542 -0.2972 -0.1364 -0.0995 0.0435 0.00
H 0.4513 -6.7235 -0.1899 0.0288 -0.1630 -0.0292 0.00
H 0.4344 -5.5436 1.1219 0.0627 0.0088 0.1719 0.00
H 1.3121 -5.1933 -0.3651 0.1253 0.0619 -0.0440 0.00
H 2.2791 -4.0736 -3.2400 -0.0022 -0.0067 -0.0043 0.00
H 3.5495 -1.9963 -2.6699 0.0567 0.0295 0.0494 0.00
H 2.3705 -0.1453 -1.5168 -0.0204 -0.0680 0.0909 0.00
H -1.2282 -2.1369 -1.7362 0.0333 0.0053 0.1824 0.00
O -3.8824 -2.3148 0.3578 -0.9229 -0.9058 0.0224 0.02
C -2.9801 -1.5691 0.3082 0.4173 0.5209 0.0437 0.02
N -2.1015 -0.7748 0.2625 0.8140 0.5142 -0.3331 0.06